[1]
{
  "formula": "CH9N2O",
  "method": "ωB97M-V with the def2-TZVPD basis set",
  "homo_lumo_gap_ev": 11.38,
  "e_homo_ev": -14.756,
  "energy_ev": -6204.2659,
  "charge": 1,
  "symbols": ["O", "H", "H", "H", "N", "C", "N", "H", "H", "H", "H", "H", "H"],
  "coordinates": [[-2.691036, 0.000703, 0.790749], [-3.574320, -0.032284, 0.414269], [0.060863, -0.120131, -1.635336], [-2.828254, 0.026160, 1.745110], [-0.189626, -0.045033, -0.651883], [1.185279, -0.350690, 0.168331], [2.213758, 0.529106, -0.110506], [-0.620800, 0.831095, -0.386272], [-0.777616, -0.852991, -0.480091], [0.822118, -0.414896, 1.186373], [1.443995, -1.317284, -0.257372], [2.819452, 0.240015, -0.863448], [2.136189, 1.506232, 0.080078]],
  "forces_ev_per_a": [[0.291, -0.007, 0.056], [-0.150, 0.008, -0.034], [-0.136, 0.687, -0.136], [-0.040, -0.005, -0.061], [1.553, -1.225, -0.043], [-0.433, 0.185, -0.894], [-0.137, -0.650, -0.156], [-0.409, 0.032, -0.084], [-0.828, 0.294, 0.392], [0.172, 0.121, 0.192], [-0.030, -0.189, 0.488], [0.025, 0.464, 0.090], [0.122, 0.284, 0.189]]
}

[2]
{
  "formula": "C38H25Br2Cl5CsN6O3",
  "method": "ωB97M-V with the def2-TZVPD basis set",
  "homo_lumo_gap_ev": 6.23,
  "e_homo_ev": -4.600,
  "energy_ev": -258141.7409,
  "charge": -1,
  "symbols": ["Cs", "O", "C", "C", "C", "C", "N", "C", "C", "C", "C", "C", "C", "O", "C", "C", "N", "H", "H", "H", "H", "H", "H", "H", "H", "H", "H", "H", "H", "C", "C", "C", "C", "C", "C", "N", "N", "C", "C", "C", "C", "C", "N", "H", "H", "H", "H", "H", "H", "H", "H", "H", "Cl", "C", "C", "C", "Cl", "C", "Cl", "C", "Cl", "C", "Cl", "Br", "C", "C", "C", "Br", "C", "C", "C", "C", "N", "C", "C", "O", "H", "H", "H", "H"],
  "coordinates": [[-0.869274, -0.390785, -0.071062], [1.251622, -0.888472, -7.902412], [0.463831, 0.117728, -7.281294], [0.664081, 0.068955, -5.791590], [0.477803, 1.204235, -5.019131], [0.594044, 1.099430, -3.640693], [0.886735, -0.037556, -3.026115], [1.086696, -1.128248, -3.764647], [0.980816, -1.119145, -5.150630], [1.388353, -2.381231, -3.001899], [1.878233, -3.527301, -3.612905], [2.077066, -4.670827, -2.849193], [2.594483, -5.933435, -3.490202], [1.942069, -6.241332, -4.713150], [1.777462, -4.622308, -1.497016], [1.318202, -3.424601, -0.960189], [1.135917, -2.334278, -1.691542], [0.993096, -0.948816, -8.825772], [-0.600048, -0.043482, -7.497111], [0.732841, 1.113197, -7.650797], [0.230785, 2.156351, -5.471296], [0.439950, 1.957868, -3.000216], [1.123259, -2.015522, -5.735478], [2.102032, -3.550110, -4.670566], [2.514042, -6.763302, -2.779381], [3.649301, -5.816567, -3.746896], [0.992634, -6.243666, -4.550351], [1.887196, -5.495589, -0.867684], [1.064201, -3.332148, 0.089942], [4.683550, 2.345907, -2.175287], [4.582320, 3.237174, -1.109112], [3.791247, 2.928779, -0.018723], [3.099682, 1.721305, -0.001424], [3.177637, 0.839788, -1.067921], [3.981400, 1.150744, -2.154671], [2.222051, 1.330829, 1.050912], [2.385624, 1.933517, 2.127158], [1.432315, 1.531083, 3.113059], [1.888693, 1.362662, 4.413149], [0.999139, 0.876481, 5.352747], [-0.310400, 0.628273, 4.967789], [-0.670786, 0.908491, 3.657510], [0.179465, 1.344011, 2.737055], [5.296704, 2.597890, -3.030504], [5.111398, 4.180530, -1.140850], [3.679855, 3.614076, 0.810763], [2.580081, -0.062297, -1.047444], [4.034131, 0.470636, -2.994910], [2.921865, 1.576302, 4.650557], [1.321665, 0.686488, 6.367933], [-1.037597, 0.235705, 5.663476], [-1.694449, 0.765921, 3.327322], [0.120334, 3.712973, -0.792376], [-1.498719, 3.439442, -1.474620], [-1.946995, 2.142612, -1.568068], [-3.203496, 2.008454, -2.106920], [-3.868614, 0.366602, -2.262177], [-3.997766, 3.066389, -2.537994], [-5.579078, 2.821344, -3.209009], [-3.489936, 4.359702, -2.425787], [-4.430339, 5.713616, -2.956108], [-2.220080, 4.556533, -1.885855], [-1.585722, 6.166674, -1.749774], [-3.731307, -4.476019, 1.905761], [-2.103439, -4.066855, 2.789496], [-1.868148, -4.620519, 4.045267], [-0.719105, -4.342037, 4.733497], [-0.467687, -5.121250, 6.456928], [0.262726, -3.491937, 4.180770], [1.479430, -3.152356, 4.811867], [2.360941, -2.322010, 4.184375], [2.032171, -1.818687, 2.913231], [0.912767, -2.105897, 2.298750], [0.021393, -2.928293, 2.899849], [-1.212004, -3.188582, 2.139712], [-1.410010, -2.629875, 1.031272], [-2.611725, -5.275237, 4.479215], [1.697503, -3.559251, 5.790593], [3.298445, -2.045870, 4.650034], [2.713563, -1.156914, 2.388936]],
  "forces_ev_per_a": [[0.588, 1.056, -0.440], [0.009, -0.006, -0.039], [-0.024, 0.017, 0.025], [-0.021, 0.011, -0.042], [-0.018, 0.004, 0.020], [-0.021, 0.021, -0.091], [0.018, -0.040, 0.052], [-0.022, -0.031, 0.033], [0.010, -0.021, -0.005], [-0.023, 0.042, 0.055], [-0.001, -0.008, -0.040], [0.008, -0.051, 0.045], [0.026, -0.002, 0.025], [-0.028, -0.011, -0.027], [0.003, 0.088, -0.036], [0.031, -0.077, -0.057], [-0.061, 0.000, 0.044], [0.001, -0.008, 0.007], [0.032, 0.024, 0.018], [0.004, -0.021, 0.010], [-0.003, 0.022, -0.005], [-0.006, 0.055, 0.026], [0.000, -0.006, 0.000], [-0.001, 0.006, -0.009], [0.007, 0.018, -0.019], [-0.011, -0.009, 0.024], [0.006, -0.003, -0.008], [0.013, -0.024, 0.021], [-0.005, -0.008, 0.028], [-0.015, 0.006, 0.047], [0.006, -0.038, -0.042], [0.006, 0.051, 0.064], [-0.024, 0.018, 0.036], [-0.022, -0.024, 0.026], [0.014, 0.019, -0.005], [0.014, 0.260, 0.454], [-0.002, -0.204, -0.533], [0.051, -0.032, 0.004], [0.070, 0.024, -0.032], [-0.080, -0.030, 0.001], [0.085, 0.054, -0.012], [-0.151, -0.100, 0.093], [-0.042, -0.085, -0.098], [0.017, 0.009, -0.024], [0.009, 0.015, -0.003], [0.006, -0.005, -0.017], [-0.006, -0.029, -0.007], [0.001, -0.013, -0.014], [0.003, 0.001, -0.011], [0.004, -0.007, 0.014], [-0.031, -0.002, 0.009], [-0.013, -0.021, 0.019], [0.059, 0.007, -0.003], [-0.086, -0.048, -0.035], [-0.068, 0.266, -0.115], [0.030, 0.076, 0.003], [-0.036, -0.045, -0.025], [-0.010, -0.018, -0.022], [-0.007, 0.005, -0.005], [-0.034, 0.049, -0.017], [0.004, -0.006, 0.005], [0.039, 0.011, 0.007], [-0.009, 0.004, -0.003], [-0.011, -0.013, -0.001], [-0.026, 0.021, -0.047], [-0.035, -0.019, 0.002], [-0.004, -0.047, 0.081], [-0.003, -0.002, -0.008], [0.000, 0.048, -0.065], [-0.007, -0.039, 0.047], [0.059, 0.048, -0.005], [-0.015, -0.004, 0.009], [0.000, 0.021, -0.008], [-0.012, -0.031, -0.024], [0.029, 0.078, 0.088], [-0.318, -1.293, 0.581], [-0.006, -0.004, 0.000], [0.003, 0.000, -0.003], [0.007, -0.001, -0.003], [0.043, 0.034, -0.018]]
}

[3]
{
  "formula": "C10H14NOS",
  "method": "ωB97M-V with the def2-TZVPD basis set",
  "homo_lumo_gap_ev": 7.97,
  "e_homo_ev": -11.325,
  "energy_ev": -24960.4091,
  "charge": 1,
  "symbols": ["C", "C", "C", "C", "C", "C", "C", "C", "C", "C", "N", "O", "S", "H", "H", "H", "H", "H", "H", "H", "H", "H", "H", "H", "H", "H", "H"],
  "coordinates": [[-2.927611, 0.345403, -0.545567], [-1.997939, 0.837691, 0.505985], [-2.600852, -0.801920, -1.157229], [-0.976331, 0.168795, 1.128852], [-1.392516, -1.616144, -0.649549], [-0.687323, -1.244724, 0.578120], [1.257332, 2.086798, -0.554740], [1.875820, 2.011166, 0.813113], [2.134487, -0.213862, -0.273519], [0.218219, -2.032276, 1.155780], [1.488507, 0.653678, -1.027210], [2.363808, -1.429425, -0.708703], [2.872308, 0.574510, 1.078765], [-3.767960, 1.074444, -0.817950], [-2.290353, 1.844944, 0.873134], [-3.040999, -1.196450, -1.985273], [-0.261336, 0.381368, 1.978805], [-1.754535, -2.621039, -0.824848], [0.152650, 2.232658, -0.486055], [1.791251, 2.589219, -1.400736], [2.462716, 2.880490, 1.100475], [1.128515, 1.823474, 1.739229], [0.551235, -1.820659, 2.145928], [0.262225, -3.137615, 0.855820], [-0.706430, -1.517134, -1.504325], [1.030186, 0.233218, -1.839399], [2.814915, -2.106621, -0.178891]],
  "forces_ev_per_a": [[0.237, 0.703, -0.328], [0.120, 0.943, 1.905], [1.785, 1.580, 3.271], [-0.113, -2.125, -1.570], [-1.388, 0.590, -2.858], [-0.196, 1.729, 1.304], [0.062, -2.529, -1.620], [-1.435, 0.937, 3.734], [1.100, 0.738, -0.022], [-1.176, -2.456, -0.156], [-1.077, -1.694, -0.146], [-0.492, 0.736, -0.786], [0.881, -1.463, -0.326], [1.292, -1.497, 0.233], [0.460, -0.654, -0.095], [-1.540, -0.936, -2.094], [-1.503, 0.529, -0.970], [0.403, -0.719, 0.920], [0.993, 0.220, -0.328], [-0.597, 0.704, 1.392], [0.016, 0.088, -0.173], [1.003, 1.193, -2.649], [0.662, 0.354, 0.468], [0.242, 1.763, 0.247], [0.355, -0.013, 0.010], [0.015, 0.579, 0.142], [-0.110, 0.700, 0.496]]
}

Copy entry 1 word for word.
{
  "formula": "CH9N2O",
  "method": "ωB97M-V with the def2-TZVPD basis set",
  "homo_lumo_gap_ev": 11.38,
  "e_homo_ev": -14.756,
  "energy_ev": -6204.2659,
  "charge": 1,
  "symbols": ["O", "H", "H", "H", "N", "C", "N", "H", "H", "H", "H", "H", "H"],
  "coordinates": [[-2.691036, 0.000703, 0.790749], [-3.574320, -0.032284, 0.414269], [0.060863, -0.120131, -1.635336], [-2.828254, 0.026160, 1.745110], [-0.189626, -0.045033, -0.651883], [1.185279, -0.350690, 0.168331], [2.213758, 0.529106, -0.110506], [-0.620800, 0.831095, -0.386272], [-0.777616, -0.852991, -0.480091], [0.822118, -0.414896, 1.186373], [1.443995, -1.317284, -0.257372], [2.819452, 0.240015, -0.863448], [2.136189, 1.506232, 0.080078]],
  "forces_ev_per_a": [[0.291, -0.007, 0.056], [-0.150, 0.008, -0.034], [-0.136, 0.687, -0.136], [-0.040, -0.005, -0.061], [1.553, -1.225, -0.043], [-0.433, 0.185, -0.894], [-0.137, -0.650, -0.156], [-0.409, 0.032, -0.084], [-0.828, 0.294, 0.392], [0.172, 0.121, 0.192], [-0.030, -0.189, 0.488], [0.025, 0.464, 0.090], [0.122, 0.284, 0.189]]
}

- The lowest charge belongs to which entry?
  C38H25Br2Cl5CsN6O3

Please write out number 1 again, unchanged.
{
  "formula": "CH9N2O",
  "method": "ωB97M-V with the def2-TZVPD basis set",
  "homo_lumo_gap_ev": 11.38,
  "e_homo_ev": -14.756,
  "energy_ev": -6204.2659,
  "charge": 1,
  "symbols": ["O", "H", "H", "H", "N", "C", "N", "H", "H", "H", "H", "H", "H"],
  "coordinates": [[-2.691036, 0.000703, 0.790749], [-3.574320, -0.032284, 0.414269], [0.060863, -0.120131, -1.635336], [-2.828254, 0.026160, 1.745110], [-0.189626, -0.045033, -0.651883], [1.185279, -0.350690, 0.168331], [2.213758, 0.529106, -0.110506], [-0.620800, 0.831095, -0.386272], [-0.777616, -0.852991, -0.480091], [0.822118, -0.414896, 1.186373], [1.443995, -1.317284, -0.257372], [2.819452, 0.240015, -0.863448], [2.136189, 1.506232, 0.080078]],
  "forces_ev_per_a": [[0.291, -0.007, 0.056], [-0.150, 0.008, -0.034], [-0.136, 0.687, -0.136], [-0.040, -0.005, -0.061], [1.553, -1.225, -0.043], [-0.433, 0.185, -0.894], [-0.137, -0.650, -0.156], [-0.409, 0.032, -0.084], [-0.828, 0.294, 0.392], [0.172, 0.121, 0.192], [-0.030, -0.189, 0.488], [0.025, 0.464, 0.090], [0.122, 0.284, 0.189]]
}